No. 1
The following is a quantum chemistry calculation of C5H8O2 in the gas phase at a distorted geometry, from the Open Molecules 2025 dataset.

## Properties
LUMO energy: 0.84 eV
E_HOMO: -9.200 eV
SMILES: O[C@H]1C[C@@]2(O)C[C@@H]12

ORCA input file:
```
! RIJCOSX wB97M-V def2-TZVPD def2/J DEFGRID3
* xyz 0 1
O 2.088 0.140 -0.623
C 1.139 0.318 0.410
C 0.014 1.304 -0.003
C -1.011 0.154 0.043
O -2.258 0.377 0.602
C -0.569 -0.935 -0.853
C 0.083 -0.735 0.526
H 2.653 -0.610 -0.398
H 1.621 0.524 1.370
H -0.196 1.996 0.815
H 0.170 1.846 -0.940
H -2.884 -0.227 0.187
H -0.718 -1.982 -0.663
H -0.037 -0.681 -1.765
H -0.094 -1.486 1.292
*
```

Results of the Löwdin charge analysis, in e, for atoms 1 through 4:
1. O -0.03
2. C -0.33
3. C -0.01
4. C -0.46


No. 2
The following is a quantum chemistry calculation of C5H8O2 in the gas phase, from the Open Molecules 2025 dataset.

## Properties
LUMO energy (alpha / beta): 0.05 / 0.05 eV
E_HOMO (alpha / beta): -8.293 / -8.292 eV

ORCA input file:
```
! RIJCOSX wB97M-V def2-TZVPD def2/J DEFGRID3
* xyz 0 1
C 1.827 -0.154 0.594
C 0.530 -0.396 -0.156
C 0.311 -1.111 -1.269
C -0.824 -0.050 0.302
O -1.424 -0.834 1.152
C -1.243 1.318 -0.135
O 0.033 1.740 -0.220
H 2.566 0.358 -0.017
H 2.239 -1.129 0.861
H 1.698 0.420 1.512
H 1.006 -1.160 -2.092
H -0.651 -1.590 -1.421
H -2.348 -0.546 1.217
H -1.905 1.363 -1.033
H -1.814 1.771 0.706
*
```

Results of the Löwdin charge analysis, in e, for atoms 1 through 4:
1. C -0.03
2. C -0.32
3. C 0.07
4. C -0.21


No. 3
The following is a quantum chemistry calculation of C5H8O2 as an isolated structure, from the Open Molecules 2025 dataset.

## Properties
LUMO energy (alpha / beta): 0.76 / 0.43 eV
E_HOMO (alpha / beta): -7.990 / -7.566 eV

ORCA input file:
```
! RIJCOSX wB97M-V def2-TZVPD def2/J DEFGRID3
* xyz 0 1
O 0.472 -0.388 2.099
C -0.611 0.043 1.395
C -1.226 1.216 1.524
C -0.411 -0.966 -1.702
C 1.028 -0.974 -1.200
C 0.873 0.493 -1.310
O -0.334 0.421 -1.831
H 0.733 0.304 2.722
H -0.917 -0.699 0.656
H -2.068 1.446 0.881
H -0.919 1.966 2.250
H -0.745 -1.456 -2.618
H 1.270 -1.340 -0.198
H 1.692 -1.424 -1.946
H 1.164 1.358 -0.722
*
```

Results of the Löwdin charge analysis, in e, for atoms 1 through 4:
1. O -0.01
2. C -0.30
3. C 0.01
4. C -0.12


No. 4
The following is a quantum chemistry calculation of a 2-piece molecular cluster, C5H8O2 overall, from the Open Molecules 2025 dataset.

## Properties
LUMO energy: 0.08 eV
E_HOMO: -9.298 eV
SMILES: O=CCC=O.C=C

ORCA input file:
```
! RIJCOSX wB97M-V def2-TZVPD def2/J DEFGRID3
* xyz 0 1
C -1.779 -0.185 0.856
C -1.397 0.613 -0.366
O -0.664 1.566 -0.308
C 1.652 0.934 -0.883
C 2.066 -0.147 -0.238
O 0.372 -1.108 1.295
C -0.685 -1.216 0.729
H -1.650 0.412 1.760
H -2.777 -0.622 0.770
H -1.711 0.175 -1.335
H 1.754 1.927 -0.458
H 1.189 0.877 -1.863
H 1.960 -1.143 -0.659
H 2.527 -0.088 0.741
H -0.856 -1.996 -0.041
*
```

Results of the Löwdin charge analysis, in e, for atoms 1 through 4:
1. C -0.09
2. C -0.27
3. O 0.04
4. C -0.10


No. 5
The following is a quantum chemistry calculation of C5H8O2 in the gas phase at a distorted geometry, from the Open Molecules 2025 dataset.

## Properties
LUMO energy: 0.78 eV
E_HOMO: -10.454 eV
SMILES: CC1(C)COC1=O

ORCA input file:
```
! RIJCOSX wB97M-V def2-TZVPD def2/J DEFGRID3
* xyz 0 1
C -1.615 0.316 0.025
C -0.517 -1.425 0.095
C -0.093 0.156 0.126
C 0.694 0.400 -1.217
C 0.822 0.656 1.226
O -2.345 1.232 0.074
O -1.856 -1.005 -0.125
H -0.248 -2.126 -0.781
H -0.497 -1.862 0.996
H 1.501 -0.180 -1.368
H 0.976 1.361 -1.318
H 0.193 0.347 -2.180
H 1.816 0.333 1.049
H 0.521 0.132 2.227
H 0.648 1.664 1.172
*
```

Results of the Löwdin charge analysis, in e, for atoms 1 through 4:
1. C -0.46
2. C -0.06
3. C -0.32
4. C -0.02


No. 6
The following is a quantum chemistry calculation of C5H8O2 in the gas phase, from the Open Molecules 2025 dataset.

## Properties
LUMO energy: 0.83 eV
E_HOMO: -8.759 eV

ORCA input file:
```
! RIJCOSX wB97M-V def2-TZVPD def2/J DEFGRID3
* xyz 0 1
O 0.711 0.447 -2.386
C 0.890 0.308 -1.005
C 0.132 1.259 -0.051
C -0.142 0.058 0.862
C -1.717 -0.031 2.575
O -1.514 -0.043 1.287
C 0.239 -0.895 -0.279
H -0.238 0.408 -2.566
H 1.970 0.345 -0.843
H -0.804 1.607 -0.505
H 0.667 2.113 0.373
H 0.481 -0.002 1.756
H -2.834 -0.082 2.627
H -0.657 -1.238 -0.809
H 0.867 -1.756 -0.036
*
```

Results of the Löwdin charge analysis, in e, for atoms 1 through 4:
1. O -0.02
2. C -0.37
3. C -0.05
4. C -0.32


No. 7
The following is a quantum chemistry calculation of C5H8O2 in the gas phase at a distorted geometry, from the Open Molecules 2025 dataset.

## Properties
LUMO energy: 0.76 eV
E_HOMO: -9.084 eV
SMILES: O[C@H]1C[C@@]2(O)C[C@@H]12

ORCA input file:
```
! RIJCOSX wB97M-V def2-TZVPD def2/J DEFGRID3
* xyz 0 1
O 2.067 0.116 -0.637
C 1.118 0.278 0.391
C 0.019 1.289 0.001
C -1.022 0.152 0.008
O -2.249 0.392 0.600
C -0.726 -0.916 -0.957
C 0.039 -0.759 0.501
H 2.656 -0.614 -0.407
H 1.593 0.463 1.360
H -0.184 1.977 0.825
H 0.186 1.841 -0.926
H -2.870 -0.233 0.207
H -0.376 -1.885 -0.502
H -0.079 -0.653 -1.787
H -0.172 -1.448 1.322
*
```

Results of the Löwdin charge analysis, in e, for atoms 1 through 4:
1. O -0.02
2. C -0.34
3. C -0.01
4. C -0.51


No. 8
The following is a quantum chemistry calculation of C5H8O2 in the gas phase at a distorted geometry, from the Open Molecules 2025 dataset.

## Properties
LUMO energy: 0.76 eV
E_HOMO: -9.412 eV
SMILES: O=C1CC[C@@H]1CO

ORCA input file:
```
! RIJCOSX wB97M-V def2-TZVPD def2/J DEFGRID3
* xyz 0 1
O -0.452 -2.533 -0.354
C -0.563 -1.212 -0.846
C -0.501 -0.185 0.272
C 0.914 0.232 0.767
C 0.623 1.659 0.277
C -0.798 1.310 -0.019
O -1.731 1.954 -0.420
H 0.426 -2.635 0.035
H -1.527 -1.149 -1.353
H 0.224 -1.005 -1.593
H -1.159 -0.487 1.089
H 1.053 0.122 1.846
H 1.775 -0.227 0.265
H 0.801 1.619 -0.831
H 0.917 2.538 0.863
*
```

Results of the Löwdin charge analysis, in e, for atoms 1 through 4:
1. O -0.05
2. C -0.23
3. C -0.21
4. C -0.13


No. 9
The following is a quantum chemistry calculation of C5H8O2 in the gas phase, from the Open Molecules 2025 dataset.

## Properties
LUMO energy: 0.59 eV
E_HOMO: -8.913 eV
SMILES: C=C=C(O)CCO

ORCA input file:
```
! RIJCOSX wB97M-V def2-TZVPD def2/J DEFGRID3
* xyz 0 1
O 2.346 0.360 0.853
C 1.477 1.152 0.085
C 0.513 0.289 -0.730
C -0.483 -0.190 0.257
O -0.007 -1.048 1.160
C -1.806 0.159 0.294
C -2.275 -0.754 -0.575
H 1.802 -0.277 1.339
H 2.084 1.766 -0.580
H 0.865 1.823 0.710
H 1.058 -0.542 -1.195
H -0.005 0.857 -1.508
H -1.534 -1.386 -1.090
H -0.737 -1.201 1.788
H -3.297 -1.009 -0.807
*
```

Results of the Löwdin charge analysis, in e, for atoms 1 through 4:
1. O -0.05
2. C -0.25
3. C -0.09
4. C -0.43


No. 10
The following is a quantum chemistry calculation of C5H8O2 in the gas phase, from the Open Molecules 2025 dataset.

## Properties
LUMO energy: 0.19 eV
E_HOMO: -8.483 eV

ORCA input file:
```
! RIJCOSX wB97M-V def2-TZVPD def2/J DEFGRID3
* xyz 0 1
O 1.993 0.004 -0.243
C 0.817 0.348 0.474
C 0.016 1.370 -0.356
C -1.148 0.708 -1.026
O -1.213 -0.342 1.428
C -0.799 -0.750 -0.872
C -0.201 -0.800 0.528
H 2.619 -0.413 0.361
H 1.052 0.702 1.485
H -0.251 2.285 0.179
H 0.605 1.692 -1.230
H -2.070 -0.662 1.119
H -1.602 -1.471 -1.065
H -0.025 -0.911 -1.644
H 0.208 -1.761 0.863
*
```

Results of the Löwdin charge analysis, in e, for atoms 1 through 4:
1. O -0.02
2. C -0.34
3. C -0.19
4. C 0.11


Results for energy above the lowest of the compared OMol25 structures with the same formula, charge and spin: 65.1; 111.0; 125.8; 61.4; 44.1; 93.1; 95.0; 38.1; 93.6; 93.1 (in kcal/mol, following the order of the records).
Results for E_tot: -9407.00737; -9405.01974; -9404.37791; -9407.16991; -9407.91803; -9405.79529; -9405.71181; -9408.18186; -9405.77491; -9405.79428 (in eV, following the order of the records).